[1]
78
Properties=species:S:1:pos:R:3:forces:R:3:lowdin_charge:R:1 method="wB97M-V/def2-TZVPD" e_tot_ha=-3289.4789 e_above_lowest_kcal_mol=18.1 total_charge=+1 gap_ev=7.58 homo_energy_ev=-9.8408
Lu 0.352268 -1.230165 0.483106 -0.2 0.1 -0.7 1.52
C 4.264736 2.692455 0.202023 -0.1 -0.6 0.7 -0.05
N 3.759475 1.475427 0.861571 -0.6 0.9 0.3 -0.31
C 3.020184 1.733762 2.098253 -0.4 -0.9 0.0 -0.10
P 3.695690 0.002668 0.218199 1.3 -0.5 0.2 0.52
O 2.411055 -0.708202 0.617909 -0.6 -0.1 -0.3 -0.48
N 4.946485 -0.882998 0.847618 -0.2 0.0 0.2 -0.30
C 5.528186 -0.454211 2.140550 -0.1 -1.5 -1.2 -0.06
C 4.777546 -2.323761 0.621724 -1.1 0.2 0.9 -0.11
N 3.999543 0.115153 -1.374916 -1.3 0.4 0.2 -0.30
C 3.006476 0.858595 -2.174738 0.2 0.8 0.0 -0.08
C 5.187554 -0.409722 -2.028136 -0.8 -0.6 0.2 -0.07
H 4.780049 3.268705 0.970055 0.1 0.1 -0.1 0.09
H 3.400863 3.266570 -0.138988 0.3 0.1 -0.4 0.09
H 4.998996 2.439353 -0.564389 -0.4 0.1 -0.1 0.09
H 3.683986 2.064851 2.891476 0.2 0.0 0.1 0.09
H 2.505634 0.787491 2.390576 0.4 0.9 0.1 0.09
H 2.260033 2.495347 1.939700 -0.1 0.1 -0.1 0.05
H 5.426451 0.580955 2.202772 0.1 1.7 0.2 0.04
H 6.569701 -0.725146 2.169846 0.4 -0.1 0.0 0.09
H 5.021919 -0.893284 2.977338 -0.4 -0.5 0.5 0.08
H 4.205716 -2.464703 -0.299182 0.1 -0.1 0.1 0.07
H 4.191100 -2.790468 1.457595 0.5 0.3 -0.6 0.10
H 5.714822 -2.821544 0.527428 0.8 -0.3 0.0 0.08
H 2.103517 1.153603 -1.575209 1.1 0.0 -0.4 0.06
H 2.613154 0.317646 -3.012162 -0.1 -1.0 -0.4 0.07
H 3.513538 1.719122 -2.669589 -0.5 -0.1 0.7 0.10
H 5.784269 -0.836789 -1.213262 0.4 0.3 -0.7 0.07
H 5.665097 0.379137 -2.607736 0.3 -0.1 0.1 0.09
H 4.855987 -1.216587 -2.694139 0.4 0.1 -0.1 0.09
O -0.974417 -2.555953 1.641865 0.9 0.2 0.8 -0.17
C -2.095663 -2.930012 1.212749 -0.2 0.9 -0.2 -0.46
C -3.337201 -2.323947 1.821374 1.3 0.3 0.1 -0.09
C -4.593446 -3.144691 1.812899 -1.6 -0.7 1.7 -0.19
C -5.222983 -3.425700 0.460978 -1.1 0.0 -0.6 -0.22
C -4.453541 -4.395618 -0.406207 0.0 1.3 -1.3 -0.18
C -3.152926 -3.731151 -0.915724 -0.1 -1.6 0.6 -0.12
N -2.099245 -3.687796 0.143665 -0.7 -0.6 -1.4 0.12
H -3.430150 -1.382512 1.277422 -0.4 0.1 -0.5 0.13
H -3.012006 -1.902364 2.795841 -0.4 -0.8 -0.2 0.14
H -5.347986 -2.596414 2.437538 0.6 -0.3 -0.5 0.13
H -4.471666 -4.116050 2.385096 0.2 1.0 -0.7 0.14
H -5.330346 -2.492330 -0.112650 0.1 0.0 0.2 0.12
H -6.272704 -3.807152 0.517913 0.8 0.3 0.5 0.13
H -5.065892 -4.628549 -1.295931 0.3 0.0 0.3 0.12
H -4.287040 -5.305248 0.119916 0.5 -0.8 0.3 0.11
H -3.360010 -2.735161 -1.296072 0.1 0.2 0.1 0.12
H -2.734115 -4.320264 -1.749923 0.0 0.3 0.5 0.13
H -1.184816 -3.985980 -0.182398 -0.1 0.3 0.2 0.15
C -2.895512 2.426290 -3.713078 -1.4 -0.2 -1.0 -0.10
C -1.944050 3.318550 -3.324231 1.2 0.9 0.1 -0.10
C -1.109506 2.993571 -2.270333 0.2 -0.6 0.9 -0.10
C -1.271625 1.778137 -1.558885 0.1 1.0 0.4 -0.33
C -2.328283 0.961120 -1.959645 0.1 -0.6 0.9 -0.18
C -3.139333 1.245413 -3.034081 0.7 0.8 0.2 -0.08
Si -0.440965 1.449957 0.160691 -0.4 -0.1 -0.1 0.64
C -1.470284 2.434569 1.441422 0.2 -0.4 -0.4 -0.35
C -0.865801 3.406269 2.238320 -0.6 0.0 0.5 -0.14
C -1.557157 4.152958 3.183032 -1.3 0.0 -0.4 -0.08
C -2.934101 3.907544 3.349126 0.9 -0.4 -0.7 -0.07
C -3.570599 2.953950 2.531470 1.0 0.3 0.7 -0.08
C -2.846292 2.198899 1.602849 0.3 1.6 1.0 -0.11
H -3.520719 2.700517 -4.551828 -0.1 -0.1 -0.1 0.11
H -1.811459 4.283057 -3.834619 -0.2 -0.5 0.2 0.12
H -0.372363 3.709031 -1.915479 0.0 -0.1 -0.2 0.10
H -2.557732 0.084136 -1.350082 0.1 0.0 -0.2 0.08
H -3.951434 0.610461 -3.287432 -0.5 -0.4 -0.3 0.10
H 0.988779 1.999472 0.173711 -0.6 0.3 -0.2 -0.06
H 0.174621 3.599436 2.192005 1.0 0.1 -0.5 0.06
H -1.074427 4.999684 3.669955 -0.1 -0.4 0.2 0.11
H -3.470458 4.442712 4.109328 -0.3 0.2 0.1 0.09
H -4.618802 2.787983 2.686608 -0.4 -0.1 -0.1 0.09
H -3.417625 1.517168 1.029285 -0.1 -0.8 -0.8 0.08
C -0.389792 -1.611717 -2.770226 1.0 -1.1 0.9 -0.18
O -0.149159 -1.711182 -1.373169 -0.1 -0.2 0.3 -0.55
H -0.694054 -0.621920 -2.973438 -0.5 1.0 -0.5 0.04
H -1.140567 -2.338171 -3.107291 0.1 0.1 0.1 0.08
H 0.560841 -1.804283 -3.277620 -0.2 -0.1 -0.3 0.08

---

[2]
81
Properties=species:S:1:pos:R:3:forces:R:3:lowdin_charge:R:1 method="wB97M-V/def2-TZVPD" e_tot_ha=-7287.9584 e_above_lowest_kcal_mol=0.0 total_charge=-1 gap_ev=7.39 homo_energy_ev=-5.1027
C 0.483056 -3.711467 5.035801 0.4 -0.1 -0.4 -0.11
C -0.370864 -4.164027 3.848278 -0.4 -0.1 0.2 -0.25
C -1.546823 -3.235343 3.549500 0.3 -0.2 -0.2 -0.22
C -1.161325 -1.814864 3.103172 -0.7 -0.1 0.1 -0.17
C -1.339351 -1.587130 1.586225 0.9 0.9 1.0 -0.43
C -2.805888 -1.556357 1.151013 -0.6 -0.2 -1.1 -0.56
Br -4.166727 -1.500259 2.506221 0.2 0.1 -0.2 0.76
C -3.197468 -1.557221 -0.139773 0.2 0.0 0.8 -0.71
C -2.276834 -1.636744 -1.322583 -0.7 -0.4 -0.2 -0.12
Br -5.047015 -1.513420 -0.655438 0.2 0.0 0.1 0.68
O -0.571576 -2.522335 0.897620 -0.1 -0.6 -0.3 0.04
B 0.804241 -1.969309 0.596397 -0.7 0.9 -0.1 -0.66
C 0.942598 -1.975940 -1.031214 0.8 -0.4 0.1 -0.07
O 2.280279 -2.079782 -1.569474 -0.4 -0.1 -0.1 -0.17
C 2.929400 -0.845339 -1.567408 0.6 0.2 -0.1 -0.25
C 4.371753 -0.997077 -2.071389 0.1 -0.4 0.1 -0.22
C 4.954501 -2.389401 -1.856350 0.5 0.2 -0.1 -0.11
C 2.013698 -2.739481 1.382920 0.0 -0.5 0.1 -0.40
F 1.979002 -2.582787 2.750115 0.1 -0.1 -0.5 0.08
F 3.275628 -2.356454 1.025090 -0.3 -0.1 0.2 0.10
F 1.971708 -4.104953 1.179365 0.2 0.4 0.1 0.08
O 0.727442 -0.598623 1.189482 0.6 0.0 0.2 0.01
C -0.602050 -0.243243 1.223578 -0.1 -0.1 -0.4 -0.32
C -0.924494 0.993162 2.068425 -0.4 -0.1 -0.1 -0.61
Cl 0.222765 1.254666 3.414696 0.1 0.0 0.1 0.65
C -1.013631 2.255590 1.218640 -0.2 -0.2 0.0 -0.26
C -2.247744 2.235981 0.300309 0.3 0.1 -0.2 -0.09
H 0.344013 -2.653668 5.244276 -0.1 0.1 0.2 0.07
H 0.288816 -4.299505 5.928535 -0.2 0.1 0.2 0.06
H 1.537424 -3.835436 4.800024 0.1 0.0 0.1 0.06
H 0.211896 -4.297276 2.944513 0.2 0.1 0.0 0.08
H -0.790794 -5.144764 4.083588 0.0 -0.1 -0.1 0.10
H -2.183193 -3.208505 4.433700 -0.1 0.2 0.1 0.10
H -2.132517 -3.698578 2.756303 -0.2 -0.1 0.0 0.10
H -0.138386 -1.568172 3.363608 0.2 -0.1 -0.2 0.09
H -1.781352 -1.104942 3.645293 0.0 0.2 0.1 0.07
H -1.687742 -0.738536 -1.450715 0.2 0.1 0.1 0.07
H -1.652222 -2.516194 -1.218168 0.3 0.2 0.1 0.08
H -2.869235 -1.761853 -2.223904 0.0 0.0 -0.1 0.05
H 0.412464 -2.844591 -1.421985 0.0 -0.1 -0.1 0.11
H 0.487895 -1.078531 -1.465585 -0.2 0.1 0.0 0.10
H 2.413513 -0.153184 -2.243861 -0.2 0.2 0.1 0.12
H 2.952933 -0.409623 -0.565145 -0.2 0.0 0.1 0.12
H 4.443464 -0.722546 -3.121119 -0.1 -0.1 -0.2 0.09
H 5.017209 -0.296668 -1.542008 -0.1 0.3 0.0 0.10
H 5.060885 -2.607012 -0.798116 -0.2 -0.2 0.1 0.06
H 5.960975 -2.431676 -2.281437 0.1 0.0 -0.1 0.06
H 4.371931 -3.162406 -2.341776 -0.2 -0.1 0.1 0.07
H -0.878175 0.053713 0.202116 -0.4 -0.1 0.0 0.13
H -1.902342 0.838631 2.524168 0.0 0.0 0.2 0.09
H -0.103674 2.318590 0.626567 0.2 0.2 0.1 0.11
H -1.086043 3.105605 1.889841 0.2 0.2 0.0 0.09
H -1.952548 2.322718 -0.744026 0.0 0.0 -0.1 0.07
H -2.819483 1.315656 0.389923 -0.1 -0.1 0.1 0.06
H -2.920612 3.063712 0.502784 -0.1 0.0 0.1 0.06
C -7.692824 3.221541 0.329829 0.0 0.1 0.0 -0.17
C -7.161800 3.728479 -1.008809 0.0 0.0 0.0 -0.17
C -5.656303 3.664126 -0.784825 0.0 0.0 0.1 -0.21
O -5.430563 2.580928 0.113292 -0.1 0.1 0.0 -0.16
C -6.668347 2.148686 0.677811 0.0 -0.1 -0.1 -0.20
H -8.709354 2.833233 0.281160 0.0 0.0 0.0 0.11
H -7.668611 4.023821 1.071381 0.0 0.0 0.0 0.11
H -7.453168 3.045572 -1.810044 0.0 0.0 0.0 0.11
H -7.507324 4.728079 -1.270456 0.0 0.0 0.0 0.11
H -5.284707 4.587184 -0.323826 0.0 0.0 0.0 0.12
H -5.095479 3.487729 -1.703784 0.0 0.0 0.0 0.12
H -6.935513 1.183669 0.234366 0.0 0.0 0.0 0.10
H -6.541663 2.010262 1.751730 0.1 0.0 0.0 0.12
C 6.712937 3.257043 -2.935700 0.1 -0.1 0.0 -0.17
C 6.783376 2.976132 -4.434546 0.0 0.1 0.0 -0.17
C 5.865238 1.766939 -4.560668 0.0 -0.1 0.1 -0.21
O 4.874501 1.908060 -3.545783 0.0 0.1 -0.1 -0.15
C 5.256127 2.934314 -2.631071 -0.1 0.0 0.0 -0.20
H 6.984586 4.276474 -2.664664 0.0 0.0 0.0 0.11
H 7.371127 2.572839 -2.395626 0.0 0.0 0.0 0.11
H 6.375779 3.820974 -4.995065 0.0 0.0 0.0 0.11
H 7.791215 2.780342 -4.798736 0.0 0.0 0.0 0.11
H 6.412590 0.833039 -4.387564 0.0 0.0 0.0 0.12
H 5.373767 1.703568 -5.532542 0.0 0.0 0.0 0.12
H 4.613096 3.806686 -2.794175 0.0 0.0 0.0 0.12
H 5.101936 2.577471 -1.612294 0.0 0.0 0.0 0.12

---

[3]
82
Properties=species:S:1:pos:R:3:forces:R:3:lowdin_charge:R:1 method="wB97M-V/def2-TZVPD" e_tot_ha=-6344.9815 spin_multiplicity=2 e_above_lowest_kcal_mol=0.0 total_charge=0 gap_ev="6.09 / 7.64" homo_energy_ev="-5.8714 / -7.4242"
C -1.944865 1.909921 -3.268961 0.1 -0.2 -0.3 -0.04
C -2.746255 2.028861 -2.014928 -0.8 0.2 0.7 -0.23
H -2.584861 1.667106 -4.121988 0.3 0.0 0.1 0.06
H -1.162916 1.142656 -3.173492 -0.1 0.2 0.0 0.04
H -1.431244 2.857856 -3.493805 -0.1 -0.2 0.1 0.10
C -4.086852 1.958739 -1.943319 0.6 0.4 -0.1 -0.12
C -5.009777 1.726205 -3.085001 -0.4 -0.2 -0.4 -0.10
H -4.595267 2.179848 -1.004449 0.3 -0.2 -0.1 0.10
H -4.499103 1.391652 -3.993033 -0.2 0.0 0.2 0.06
H -5.566085 2.640741 -3.331277 0.1 -0.1 0.0 0.08
H -5.762321 0.970137 -2.823070 0.1 0.1 -0.1 0.07
Ti 0.318902 0.203571 0.011527 -1.3 0.9 0.7 0.20
Cl 1.505393 2.156843 0.114419 1.1 1.1 -0.1 0.03
Cl 0.850906 -0.432346 -2.058644 0.6 -0.7 -1.1 0.13
H 3.989933 -1.838489 3.401143 -0.1 0.0 -0.1 0.08
H 5.915295 -0.584670 2.101894 -0.1 0.0 -0.2 0.10
C 3.743253 -2.233320 2.408362 0.2 0.0 0.1 -0.02
C 5.446022 -0.922402 1.169086 0.1 0.0 -0.1 -0.03
N 4.042723 -1.237193 1.387991 0.2 0.0 0.0 -0.16
H 2.691395 -2.514682 2.373264 0.1 0.1 -0.1 0.09
C 3.095803 -0.603095 0.715298 -2.0 -0.2 0.3 -0.27
O 1.859351 -0.803997 0.934014 2.5 -0.2 0.1 -0.20
H 5.522516 -0.128227 0.420375 0.0 -0.2 0.2 0.10
H 3.409735 0.130369 -0.043969 0.0 -0.2 0.3 0.11
H 4.370288 -3.115462 2.239861 -0.1 0.1 -0.1 0.10
H 5.990099 -1.806959 0.814347 -0.1 0.2 0.0 0.10
H -2.617341 -0.838360 -2.396240 0.2 -0.2 0.3 0.09
H -4.843523 -0.739013 -0.416372 0.1 -0.2 0.0 0.09
C -2.531543 -1.796008 -1.861626 -0.1 0.2 -0.1 0.00
C -4.349574 -1.691969 -0.171115 -0.1 0.3 0.1 -0.04
N -2.923771 -1.630431 -0.457458 0.2 -0.3 0.3 -0.15
H -1.509668 -2.173778 -1.948300 -0.2 0.2 0.2 0.07
C -2.050578 -1.481050 0.534543 1.6 -0.2 -0.7 -0.29
O -0.792241 -1.486344 0.378509 -2.4 -1.0 0.3 -0.19
H -4.487004 -1.908584 0.894473 -0.1 0.1 -0.3 0.09
H -2.478793 -1.350406 1.545561 0.0 -0.1 -0.4 0.13
H -3.239064 -2.494507 -2.320476 0.2 0.0 0.1 0.09
H -4.811672 -2.482575 -0.772038 0.1 0.1 0.2 0.09
O -1.237953 1.050686 -0.472735 -0.4 0.3 -0.1 -0.41
C -1.908281 2.253401 -0.762438 0.2 -0.4 0.3 -0.34
C -3.464548 1.709197 1.123917 -0.2 0.1 0.3 -0.11
C -2.681690 2.659650 0.479926 0.3 0.3 -0.4 -0.21
H -3.434325 0.679963 0.739375 -0.2 0.6 0.3 0.09
C -4.244896 2.080224 2.222547 0.2 0.0 -0.3 -0.09
H -1.175054 3.040877 -0.997352 0.0 -0.1 0.1 0.13
C -2.592732 3.962925 0.971824 -0.4 -0.3 -0.1 -0.02
H -4.861548 1.323057 2.710481 0.1 0.3 0.0 0.10
C -4.233866 3.407934 2.664273 0.0 0.0 -0.1 -0.10
C -3.394735 4.345221 2.050001 0.1 -0.1 0.0 -0.08
H -1.906463 4.649822 0.467099 -0.3 -0.1 0.3 0.12
H -4.884351 3.713720 3.486342 0.3 -0.1 -0.2 0.10
H -3.356343 5.377951 2.404116 -0.1 -0.3 0.0 0.10
Si 3.113707 -1.720361 -4.511300 -0.3 0.1 -0.6 0.12
Cl 1.298704 -0.825984 -5.101794 0.5 -0.3 -0.2 0.24
C 2.738259 -3.466177 -3.946257 -0.1 -0.1 0.1 -0.22
C 4.055243 -0.624169 -3.326648 0.1 0.0 0.2 -0.22
C 4.043360 -1.838634 -6.141945 0.1 0.0 0.3 -0.24
H 1.855783 -3.511875 -3.298047 0.2 0.1 -0.1 0.02
H 3.587046 -3.916070 -3.412422 -0.1 0.1 -0.1 0.03
H 2.544899 -4.081233 -4.838779 0.0 0.2 0.3 0.03
H 3.503459 -2.537807 -6.787373 0.1 0.1 0.0 0.02
H 5.074526 -2.196846 -6.012910 -0.2 0.1 -0.1 0.03
H 4.060381 -0.856713 -6.621142 0.1 -0.1 0.0 0.02
H 3.479882 -0.332461 -2.445445 -0.1 -0.1 -0.2 -0.04
H 4.352784 0.293149 -3.845942 0.0 -0.1 0.0 0.04
H 4.972113 -1.127709 -2.988699 -0.1 0.0 -0.1 0.03
C 2.060518 2.231959 3.845820 0.2 0.4 0.0 -0.04
N 1.700172 0.902000 4.282946 -0.4 -0.4 -0.3 -0.13
C 2.430480 0.108125 5.139193 -0.3 -0.4 0.1 -0.05
C 1.748279 -1.059767 5.277327 0.1 0.6 -0.1 -0.06
N 0.613259 -0.954468 4.499582 0.1 0.4 -0.4 -0.12
C -0.377090 -1.994597 4.347870 -0.2 -0.3 0.1 -0.03
C 0.583737 0.249181 3.845811 0.9 -0.4 0.6 -0.63
Se -0.618286 0.877083 2.609855 -0.5 0.1 0.5 0.83
H 2.582465 2.730235 4.669523 -0.1 0.0 -0.2 0.09
H 1.131112 2.754555 3.604973 0.3 0.0 0.0 0.06
H 2.700348 2.211509 2.954957 -0.3 0.0 0.1 0.08
H 3.352854 0.452293 5.575678 -0.1 -0.1 0.0 0.12
H 1.948493 -1.937834 5.861326 0.1 0.0 0.1 0.12
H 0.051815 -2.875569 3.851646 -0.1 0.3 0.1 0.10
H -0.748050 -2.287172 5.338169 0.0 0.1 -0.3 0.10
H -1.190764 -1.589913 3.741545 0.1 -0.1 0.1 0.05